This record from the OMol25 dataset describes C4H6N2OS in the gas phase in a non-equilibrium geometry. The level of theory is wB97M-V/def2-TZVPD.

Structure (XYZ):
```
14
Properties=species:S:1:pos:R:3:mulliken_charge:R:1
C -0.35656 3.43615 -1.10313 -0.3033
C -0.70982 0.36044 0.18169 -0.1019
C 0.45716 -2.32280 -0.19860 -0.4430
C 0.72653 -2.19490 1.33324 0.0405
H 0.41719 3.92559 -1.65126 0.2973
H -1.49812 3.98632 -0.84354 0.2558
H -1.23261 -0.24152 0.99331 0.4437
H -0.59242 -2.83791 -0.41908 0.2630
H 1.13887 -2.80032 -0.93458 0.3379
H 1.72078 -2.24173 1.81047 0.3264
N 0.14750 2.25539 -0.60469 -0.2496
N -0.78183 1.71110 0.23513 -0.3502
O -0.30896 -1.83312 2.00399 -0.4946
S 0.39090 -0.53526 -0.85497 -0.0219
```

Results
HOMO in eV: -8.8
E_LUMO in eV: -0.2
SMILES: C=N/N=C\SCC=O
Total charge: 0
Orbital gap in eV: 8.57
Relative energy (zero: lowest compared OMol25 entry of this formula, charge and spin) in kcal/mol: 127.3